(1)
Below is an isolated molecule of C5H10N2S at a distorted geometry, with properties calculated with ωB97M-V/def2-TZVPD.

Last columns: bonded neighbours and bond lengths (Å).
Positions of all 18 atoms, in Å:
1 S 1.926 -1.316 -0.098  C4 1.850, H18 1.311
2 N -3.381 -0.290 0.284  C8 1.272, H9 1.014
3 N -1.219 -0.014 -0.543  C5 1.475, C7 1.463, C8 1.390
4 C 1.247 0.394 -0.291  S1 1.850, C5 1.493, C6 1.548, H12 1.116
5 C -0.119 0.485 0.305  N3 1.475, C4 1.493, C7 1.507, H13 1.063
6 C 2.198 1.438 0.344  C4 1.548, H14 1.078, H16 1.131, H17 1.077
7 C -1.150 1.421 -0.270  N3 1.463, C5 1.507, H10 1.058, H11 1.059
8 C -2.230 -0.771 0.038  N2 1.272, N3 1.390, H15 1.137
9 H -3.959 -1.059 0.604  N2 1.014
10 H -1.937 1.756 0.354  C7 1.058
11 H -0.882 1.967 -1.137  C7 1.059
12 H 1.163 0.532 -1.395  C4 1.116
13 H -0.289 0.299 1.338  C5 1.063
14 H 1.803 2.421 0.148  C6 1.078
15 H -1.802 -1.820 0.132  C8 1.137
16 H 2.317 1.259 1.455  C6 1.131
17 H 3.172 1.260 -0.078  C6 1.077
18 H 2.124 -1.235 1.195  S1 1.311

Output
Total energy, eV: -19161.0958
ΔE to the lowest compared entry with this formula, charge and spin, kcal per mole: 41.74
Frontier orbital gap, eV: 10.05

Mulliken atomic charge list, values in e, 8 entries: atom 1 (S): -0.19, atom 2 (N): -0.61, atom 3 (N): -0.33, atom 4 (C): -0.16, atom 5 (C): -0.05, atom 6 (C): -1.23, atom 7 (C): -0.65, atom 8 (C): 0.10

***

(2)
Below is an isolated molecule of C5H10N2S at a distorted geometry, with properties calculated with ωB97M-V/def2-TZVPD.

Last columns: bonded neighbours and bond lengths (Å).
Positions of all 18 atoms, in Å:
1 S 4.520 0.327 -0.001  N3 1.542
2 N 2.423 -1.204 0.175  N3 1.223, C7 1.396
3 N 3.068 -0.191 -0.053  S1 1.542, N2 1.223
4 C 0.012 0.469 1.399  C5 1.529, H9 1.088, H10 1.088, H13 1.087
5 C 0.222 0.088 -0.067  C4 1.529, C6 1.539, C7 1.615, C8 1.451
6 C -1.119 -0.292 -0.720  C5 1.539, H11 1.086, H14 1.088, H16 1.087
7 C 1.056 -1.295 -0.099  N2 1.396, C5 1.615, H12 1.091, H17 1.097
8 C 0.902 1.145 -0.792  C5 1.451, H15 1.072, H18 1.074
9 H 0.963 0.733 1.859  C4 1.088
10 H -0.428 -0.352 1.960  C4 1.088
11 H -0.987 -0.533 -1.771  C6 1.086
12 H 0.610 -1.963 0.639  C7 1.091
13 H -0.653 1.326 1.470  C4 1.087
14 H -1.565 -1.147 -0.215  C6 1.088
15 H 1.339 1.983 -0.286  C8 1.072
16 H -1.809 0.545 -0.647  C6 1.087
17 H 0.939 -1.746 -1.092  C7 1.097
18 H 1.007 1.089 -1.860  C8 1.074

Output
Total energy, eV: -19158.6959
ΔE to the lowest compared entry with this formula, charge and spin, kcal per mole: 97.08
Frontier orbital gap (spin up / spin down), eV: 8.12 / 7.12

Mulliken atomic charge list, values in e, 8 entries: atom 1 (S): -0.20, atom 2 (N): -0.37, atom 3 (N): 0.24, atom 4 (C): -1.71, atom 5 (C): 1.74, atom 6 (C): -1.70, atom 7 (C): -0.71, atom 8 (C): -1.21

***

(3)
Below is an isolated molecule of C5H10N2S at a distorted geometry, with properties calculated with ωB97M-V/def2-TZVPD.

Last columns: bonded neighbours and bond lengths (Å).
Positions of all 18 atoms, in Å:
1 S -2.466 0.563 0.912  C7 1.907, H15 1.422
2 N 0.998 0.876 0.936  N3 1.401, C4 1.548, H9 1.083
3 N 1.848 0.931 -0.176  N2 1.401, C8 1.304
4 C 0.736 -0.430 1.724  N2 1.548, H10 1.258, H13 1.255, H14 1.300
5 C -0.855 -0.640 -1.067  C6 1.331, C7 1.571, H18 1.156
6 C 0.433 -0.958 -1.169  C5 1.331, C8 1.490, H16 1.173
7 C -1.381 0.779 -0.641  S1 1.907, C5 1.571, H12 1.147, H17 1.073
8 C 1.569 -0.001 -1.046  N3 1.304, C6 1.490, H11 1.076
9 H 1.441 1.677 1.517  N2 1.083
10 H 1.824 -1.001 1.994  C4 1.258
11 H 2.235 0.137 -1.879  C8 1.076
12 H -0.550 1.508 -0.335  C7 1.147
13 H 0.076 -1.191 0.976  C4 1.255
14 H 0.170 -0.007 2.815  C4 1.300
15 H -3.434 -0.270 0.285  S1 1.422
16 H 0.669 -1.944 -1.759  C6 1.173
17 H -1.858 1.374 -1.395  C7 1.073
18 H -1.456 -1.404 -1.693  C5 1.156

Output
Total energy, eV: -19157.7388
ΔE to the lowest compared entry with this formula, charge and spin, kcal per mole: 119.15
Frontier orbital gap, eV: 9.07

Mulliken atomic charge list, values in e, 8 entries: atom 1 (S): -0.23, atom 2 (N): -0.04, atom 3 (N): -0.63, atom 4 (C): -0.69, atom 5 (C): 0.01, atom 6 (C): -0.64, atom 7 (C): -0.58, atom 8 (C): -0.04

***

(4)
Below is an isolated molecule of C5H10N2S at a distorted geometry, with properties calculated with ωB97M-V/def2-TZVPD.

Last columns: bonded neighbours and bond lengths (Å).
Positions of all 18 atoms, in Å:
1 S -1.254 0.105 -1.184  C4 1.861, C7 1.825
2 N 1.661 -0.127 0.879  N3 1.379, C5 1.460, H18 1.000
3 N 0.802 -1.100 1.346  N2 1.379, C8 1.284
4 C -0.060 1.261 -0.346  S1 1.861, C5 1.531, C6 1.537, H12 1.137
5 C 1.374 0.732 -0.266  N2 1.460, C4 1.531, H9 1.146, H17 1.069
6 C -0.578 1.711 1.029  C4 1.537, H11 1.109, H14 1.065, H16 1.076
7 C -0.476 -1.501 -0.801  S1 1.825, C8 1.487, H10 1.093, H13 1.103
8 C -0.123 -1.641 0.637  N3 1.284, C7 1.487, H15 1.092
9 H 2.136 1.586 -0.227  C5 1.146
10 H 0.417 -1.643 -1.414  C7 1.093
11 H -0.873 0.909 1.735  C6 1.109
12 H -0.065 2.158 -1.046  C4 1.137
13 H -1.161 -2.297 -1.139  C7 1.103
14 H -1.478 2.254 0.855  C6 1.065
15 H -0.762 -2.340 1.180  C8 1.092
16 H 0.136 2.369 1.493  C6 1.076
17 H 1.485 0.230 -1.202  C5 1.069
18 H 2.175 0.313 1.615  N2 1.000

Output
Total energy, eV: -19161.0199
ΔE to the lowest compared entry with this formula, charge and spin, kcal per mole: 43.49
Frontier orbital gap, eV: 9.09

Mulliken atomic charge list, values in e, 8 entries: atom 1 (S): -0.14, atom 2 (N): 0.05, atom 3 (N): -0.65, atom 4 (C): 0.25, atom 5 (C): -1.03, atom 6 (C): -1.30, atom 7 (C): -0.48, atom 8 (C): -0.10

***

> The highest total energy belongs to which entry?

number 3

***

> Among the records above, which one has the lowest total energy?

number 1

***

> total energy of number 4 (C5H10N2S)?

-19161.0199 eV